An isolated ion of composition C29H32NOSi and charge +1. Source: the Open Molecules 2025 dataset; level of theory: the ωB97M-V functional and the def2-TZVPD basis.

ORCA input file:
```
! RIJCOSX wB97M-V def2-TZVPD def2/J DEFGRID3
* xyz 1 1
C 5.40419 -0.77296 1.47798
N 3.98641 -1.08823 1.40635
C 3.00770 -0.14818 1.32993
C 1.73998 -0.74784 1.25850
C 0.47943 -0.02322 0.79482
C -0.80480 -0.85828 1.04789
C -1.11517 -1.95158 0.24626
C -2.22888 -2.74987 0.53028
C -3.08128 -2.44964 1.59321
C -4.27884 -3.31523 1.87568
C -2.76878 -1.34804 2.39777
C -1.63972 -0.57295 2.13488
C 1.97177 -2.15640 1.56205
C 1.19906 -3.21507 2.03575
C 1.83153 -4.41089 2.40245
C 3.22936 -4.55038 2.40627
C 4.04100 -3.48504 1.98854
C 3.39627 -2.33804 1.57014
H 5.99062 -1.69633 1.46968
H 5.69088 -0.13842 0.62457
H 5.63296 -0.21447 2.39890
H 3.32581 0.89422 1.30291
H 0.34548 0.85044 1.44934
H -0.44091 -2.20586 -0.57533
H -2.42360 -3.63423 -0.08277
H -4.88652 -2.89263 2.68453
H -4.90435 -3.41486 0.97638
H -3.99498 -4.33453 2.18096
H -3.40970 -1.11913 3.24978
H -1.39622 0.26879 2.78626
H 0.12199 -3.08208 2.11525
H 1.21947 -5.25666 2.71091
H 3.69975 -5.47192 2.75224
H 5.13056 -3.50784 2.00696
C -3.83719 0.88134 -3.28441
Si -2.98150 1.75776 -1.88383
C -2.78239 3.55674 -2.30046
C -3.69177 1.40889 -0.21196
O -1.45261 0.95782 -1.66447
C -0.22691 1.31877 -1.43270
C 0.75321 0.53955 -0.53624
C 1.88972 1.57630 -0.38612
C 1.60540 2.67726 -1.32111
C 2.43580 3.75584 -1.49555
C 2.14217 4.60387 -2.55976
C 1.05473 4.32010 -3.41872
C 0.19795 3.23496 -3.20010
C 0.42947 2.44130 -2.04861
H -4.89534 1.18203 -3.28896
H -3.40186 1.16015 -4.25429
H -3.78528 -0.21006 -3.17391
H -3.76694 4.02405 -2.15065
H -2.05405 4.05778 -1.65124
H -2.48492 3.70894 -3.34668
H -4.73543 1.74130 -0.16428
H -3.64437 0.33419 0.00740
H -3.11725 1.93518 0.56166
H 1.16130 -0.24063 -1.20467
H 1.94768 2.01557 0.62106
H 2.86614 1.13203 -0.63968
H 3.26348 3.86980 -0.79673
H 2.77434 5.46779 -2.72575
H 0.87248 4.97655 -4.27597
H -0.60653 2.95215 -3.88257
*
```

- Gap between HOMO and LUMO: 5.32 eV

Results of the Mulliken charge analysis, in e, for atoms 1 through 5: -0.9486 0.1480 -1.4102 0.2867 0.1340

=====

C29H33AsAuCl2N5O2Te as an isolated structure. Source: the Open Molecules 2025 dataset; level of theory: the ωB97M-V functional and the def2-TZVPD basis.

ORCA input file:
```
! RIJCOSX wB97M-V def2-TZVPD def2/J DEFGRID3
* xyz 0 1
Au -0.50558 1.08459 0.23506
C 2.74011 0.24534 -0.56758
N 1.85644 1.33580 -0.09111
C 2.32373 1.72170 1.27444
N 3.71499 2.14524 1.26512
C 4.53592 1.04787 0.75829
N 4.14026 0.64702 -0.59452
C 4.27205 1.81519 -1.47044
N 3.44720 2.93426 -1.01684
C 2.05764 2.50601 -0.99374
C 3.84405 3.28404 0.35065
H 2.43013 -0.04873 -1.56850
H 2.62934 -0.60785 0.10125
H 2.21851 0.84787 1.92102
H 1.68714 2.52423 1.64537
H 4.43692 0.18955 1.42658
H 5.58126 1.36133 0.74190
H 3.97032 1.53742 -2.48247
H 5.31794 2.12610 -1.48929
H 1.74075 2.21952 -1.99844
H 1.43171 3.32365 -0.65008
H 3.21193 4.09849 0.70728
H 4.88348 3.61641 0.34356
Cl -1.21428 5.79021 -1.27349
C -1.22850 5.36697 0.44663
Cl -2.88274 5.35563 1.09013
C -0.58494 4.00063 0.71779
O 0.15419 3.90414 1.68060
O -0.90016 3.08883 -0.13052
H -0.67506 6.12755 0.98278
Te -2.52505 1.04797 1.95452
C -4.21621 2.64523 -1.37562
C -4.00024 1.15086 -1.61737
C -2.77936 0.89848 -2.37852
N -1.81668 0.71093 -2.97851
H -5.10761 2.78926 -0.76714
H -4.34043 3.18052 -2.31685
H -3.36807 3.06619 -0.83797
H -4.82997 0.69603 -2.16242
H -3.90020 0.62595 -0.66178
C 0.24249 -3.26203 4.50127
C -0.37634 -4.01185 3.50989
C -0.70521 -3.42155 2.29870
C -0.41566 -2.07797 2.08715
C 0.18896 -1.32243 3.08364
C 0.52401 -1.92005 4.28980
As -0.81324 -1.26838 0.39521
C -2.50553 -2.03377 -0.14866
C -3.50805 -2.21216 0.80011
C -4.73133 -2.73735 0.41332
C -4.95891 -3.07676 -0.91424
C -3.95511 -2.90773 -1.85475
C -2.72291 -2.39277 -1.47287
C 0.44849 -2.07233 -0.83572
C 1.31832 -3.07191 -0.41216
C 2.24315 -3.60628 -1.29876
C 2.29551 -3.15339 -2.60949
C 1.42440 -2.16008 -3.03245
C 0.50713 -1.60891 -2.14776
H 0.49481 -3.72431 5.44682
H -0.60584 -5.05549 3.68014
H -1.19233 -4.00486 1.52552
H 0.35400 -0.26276 2.93620
H 0.98619 -1.32935 5.06967
H -3.34273 -1.92557 1.82836
H -5.51057 -2.87166 1.15198
H -5.91846 -3.47854 -1.21370
H -4.12355 -3.17752 -2.88921
H -1.94944 -2.26875 -2.21746
H 1.29338 -3.42885 0.60929
H 2.92385 -4.37647 -0.96014
H 3.01779 -3.57120 -3.29859
H 1.46271 -1.79660 -4.05144
H -0.14096 -0.81084 -2.48945
*
```

- Gap between HOMO and LUMO (spin up / spin down): 5.97 / 5.97 eV

Results of the Mulliken charge analysis, in e, for atoms 1 through 5: 1.4319 -0.3557 0.6130 -0.5843 0.0993

=====

C29H33Cl3N2O2TeTi as an isolated structure. Source: the Open Molecules 2025 dataset; level of theory: the ωB97M-V functional and the def2-TZVPD basis.

ORCA input file:
```
! RIJCOSX wB97M-V def2-TZVPD def2/J DEFGRID3
* xyz -1 2
Ti -0.37593 -0.58081 0.39163
C -0.19401 1.76632 0.82294
C -0.23323 1.59462 -0.57942
C -1.48687 1.05383 -0.91986
C -2.22078 0.86873 0.27329
C -1.42545 1.32796 1.34927
H 0.64431 2.12493 1.40022
H 0.57467 1.77703 -1.26547
H -1.78766 0.75238 -1.90883
H -3.19472 0.41277 0.35765
H -1.68832 1.28345 2.39441
Cl 0.50084 1.34696 5.26120
C 0.74213 -0.32554 4.88550
Cl -0.94647 -1.44604 6.28416
Cl 2.23445 -1.01706 5.40022
C 0.30605 -0.69522 3.61460
N -0.05551 -0.99743 2.55763
C -0.85865 -3.85638 -1.30269
C -0.90778 -2.44938 -0.78792
O -1.45509 -2.27557 0.40428
N -0.35370 -1.42361 -1.35063
Te 1.82225 -1.29745 -3.24070
C 3.31632 -0.97363 -4.76438
C 3.00596 -0.90193 -6.12625
C 1.60606 -1.08481 -6.64897
C 4.02114 -0.64984 -7.05017
C 5.34031 -0.48643 -6.66455
C 6.42526 -0.21648 -7.67219
C 5.64025 -0.59295 -5.31109
C 4.65620 -0.83258 -4.36108
C 5.06244 -0.92520 -2.91218
C 0.56049 0.26416 -3.92370
C 1.02890 1.58726 -3.90465
C 2.41643 1.96416 -3.45755
C 0.18337 2.61347 -4.31944
C -1.10621 2.36850 -4.76396
C -2.01863 3.49379 -5.17038
C -1.53802 1.05174 -4.80524
C -0.73072 -0.00736 -4.39811
C -1.31053 -1.39146 -4.49148
H -1.73141 -4.41616 -0.96952
H 0.03503 -4.31903 -0.87786
H -0.77310 -3.87387 -2.38847
H 1.07275 -1.84727 -6.07969
H 1.62950 -1.38150 -7.69822
H 1.02555 -0.16321 -6.56884
H 3.76556 -0.59005 -8.10366
H 6.01830 -0.16025 -8.68170
H 7.18168 -1.00370 -7.65650
H 6.93290 0.72668 -7.46021
H 6.67049 -0.48511 -4.98524
H 6.14414 -0.83304 -2.81157
H 4.76065 -1.87269 -2.46272
H 4.58974 -0.13872 -2.32042
H 2.69122 1.44046 -2.53983
H 2.47889 3.03882 -3.28329
H 3.16409 1.69367 -4.20568
H 0.54902 3.63491 -4.28854
H -1.45614 4.40710 -5.36408
H -2.74179 3.70991 -4.38068
H -2.58128 3.24062 -6.07017
H -2.53756 0.83268 -5.16929
H -2.02359 -1.44796 -5.31563
H -1.82698 -1.64075 -3.56350
H -0.53756 -2.14487 -4.63663
C 2.94384 0.14971 0.64528
C 1.77366 -0.78896 0.49600
O 1.92223 -1.99530 0.49205
H 2.84645 0.66354 1.60613
H 2.90902 0.91229 -0.13630
H 3.89125 -0.39232 0.61174
*
```

- ⟨S²⟩: 0.7563
- Gap between HOMO and LUMO (spin up / spin down): 6.67 / 7.23 eV

Results of the Mulliken charge analysis, in e, for atoms 1 through 5: -0.2448 -0.8609 0.1126 -0.2040 -0.7915